Entry 1:
The following is a quantum chemistry calculation of a 9-piece molecular cluster, C28H41F15O26S4 overall, from the OMol25 dataset.

The geometry in ORCA input format:
```
! wB97M-V def2-TZVPD RIJCOSX def2/J DEFGRID3
* xyz 0 1
C 2.2241 -2.8014 -5.2055
C 1.2808 -2.0027 -4.3787
O 1.1639 -0.6368 -4.8677
C 1.9061 0.2874 -4.2898
O 2.5236 0.1684 -3.2782
C 1.7839 1.6772 -4.9596
F 2.9429 2.0666 -5.4873
F 0.8616 1.6770 -5.9390
F 1.4089 2.5480 -4.0138
H 1.9183 -3.8469 -5.0696
H 3.2452 -2.7193 -4.8448
H 2.1019 -2.6343 -6.2722
H 1.5585 -2.0589 -3.3294
H 0.2720 -2.3985 -4.4870
C 1.7599 -9.5140 -2.2557
C 0.8556 -8.3511 -2.4977
O 1.2860 -7.2691 -1.6431
C 0.9872 -6.0475 -2.0207
O 0.5428 -5.7090 -3.0629
C 1.3781 -5.0145 -0.9346
F 2.7103 -4.8024 -0.9661
F 0.7440 -3.8627 -1.1593
F 1.0741 -5.4565 0.2936
H 1.6690 -9.9328 -1.2512
H 2.8243 -9.2892 -2.3863
H 1.6068 -10.3512 -2.9423
H -0.1528 -8.6531 -2.2117
H 0.8714 -8.0522 -3.5412
C 2.1104 6.5434 -1.7698
C 2.2962 5.1314 -1.3221
O 3.4553 4.6151 -2.0218
C 3.9241 3.4982 -1.5685
O 3.5010 2.8894 -0.6589
C 5.1611 3.0343 -2.3762
F 5.6808 4.0176 -3.1097
F 6.0983 2.5931 -1.5303
F 4.8223 2.0644 -3.2105
H 1.2009 6.9918 -1.3725
H 2.0362 6.5843 -2.8605
H 2.9435 7.1919 -1.4969
H 1.4333 4.5035 -1.5358
H 2.5310 5.0844 -0.2576
C -7.1962 8.0601 -0.7822
C -7.3445 6.9475 -1.8214
O -6.1188 6.2282 -1.9831
C -5.8329 5.2909 -1.0827
O -6.5424 4.9017 -0.2310
C -4.4071 4.7314 -1.2979
F -3.7494 4.7122 -0.1173
F -4.5009 3.4888 -1.7621
F -3.7014 5.4386 -2.1572
H -6.2412 8.5656 -0.9279
H -7.2160 7.6056 0.2068
H -7.9806 8.8025 -0.9032
H -7.5551 7.3708 -2.8037
H -8.2181 6.3366 -1.5927
C 4.0070 -0.6675 4.7982
C 4.6872 -1.9374 4.4099
O 5.5785 -1.7735 3.2997
C 5.1638 -1.7887 2.0890
O 4.0508 -1.8168 1.6972
C 6.3596 -1.7297 1.1233
F 6.2892 -0.6225 0.4192
F 7.5273 -1.7330 1.7467
F 6.3194 -2.7840 0.3027
H 4.7163 0.0613 5.1989
H 3.3180 -0.8042 5.6375
H 3.4546 -0.2046 3.9858
H 3.9405 -2.7023 4.1848
H 5.2790 -2.3166 5.2376
O -4.8235 0.7788 4.6209
S -4.4906 -0.2106 3.6671
O -4.9781 -1.5096 3.8706
O -4.8319 0.2946 2.2211
C -3.7302 0.9719 1.5852
C -2.5632 0.8548 2.5930
O -2.9397 -0.2373 3.4485
H -3.5843 0.4917 0.6235
H -3.9796 2.0164 1.4182
H -2.4593 1.7682 3.1764
H -1.6045 0.5592 2.1902
O -2.0984 2.2481 -0.7086
S -0.9804 1.5706 -1.2354
O -0.7249 1.7123 -2.6165
O 0.3253 1.8593 -0.4034
C 1.0866 0.6560 -0.2440
C 0.1189 -0.5170 -0.3524
O -1.1362 0.0471 -0.8157
H 1.8329 0.6181 -1.0346
H 1.6576 0.6347 0.6787
H -0.1375 -0.9800 0.5968
H 0.4886 -1.2452 -1.0660
O 0.3454 0.2658 3.6714
S 0.6449 0.9889 4.8500
O 1.8016 1.7766 4.8937
O -0.6663 1.7547 5.3402
C -1.4878 0.9413 6.1975
C -0.7657 -0.3961 6.2886
O 0.6080 -0.0643 6.0468
H -1.6187 1.4437 7.1564
H -2.4834 0.8499 5.7585
H -1.1033 -1.1059 5.5259
H -0.9021 -0.8996 7.2411
O -0.8133 -2.8787 2.4481
S -1.8708 -3.5262 1.8119
O -2.4781 -4.6469 2.3940
O -2.9815 -2.4608 1.4261
C -3.6156 -2.8610 0.2190
C -2.6053 -3.7714 -0.5272
O -1.4506 -3.8271 0.3192
H -4.5693 -3.3423 0.4327
H -3.8525 -1.9381 -0.3066
H -2.2420 -3.3331 -1.4540
H -2.9702 -4.7754 -0.7287
*
```

The value obtained for the gap between HOMO and LUMO is 0.41334 Ha. For the calculated total energy, the calculation gives -167037.4897 eV. The calculation puts the largest force on an atom at 2.6 eV/Å. The LUMO energy is 0.01080 hartree.

=====

Entry 2:
The following is a quantum chemistry calculation of C28H41GeIN8OTeW as an isolated structure, from the OMol25 dataset.

The geometry in ORCA input format:
```
! wB97M-V def2-TZVPD RIJCOSX def2/J DEFGRID3
* xyz 2 3
W -0.1708 1.3729 -0.2049
C -1.9023 -0.3480 4.8864
N -0.8846 -0.2276 3.8418
C 0.4850 -0.6202 4.1600
C -1.1713 0.2068 2.6053
N -0.3634 0.0946 1.5863
N -2.3996 0.8161 2.4445
C -3.0043 1.0320 1.2211
N -4.3000 1.3730 1.2699
N -2.3229 0.9148 0.1301
H -1.5514 -1.0592 5.6281
H -2.8334 -0.7391 4.4785
H -2.0836 0.6043 5.3910
H 0.6069 -0.6110 5.2390
H 1.1910 0.0964 3.7370
H 0.7179 -1.6243 3.7956
H 0.4572 -0.4469 1.8201
H -2.8905 1.1147 3.2707
H -4.8552 1.2825 2.1030
H -4.7389 1.7692 0.4547
H -2.8943 1.0792 -0.6927
C 3.7190 -0.9839 -0.5130
C 4.6014 -0.2045 0.2159
C 4.1079 0.8792 0.9166
C 2.7500 1.1636 0.8861
N 1.8976 0.4140 0.1592
C 2.3874 -0.6262 -0.5251
C 2.1658 2.2983 1.6469
C 2.8937 2.9935 2.6001
C 2.2988 4.0346 3.2900
C 0.9743 4.3386 3.0238
C 0.3044 3.5935 2.0730
N 0.8799 2.5974 1.3870
H 4.0505 -1.8397 -1.0832
H 5.6590 -0.4286 0.2323
H 4.7883 1.5100 1.4670
H 1.6759 -1.1842 -1.1149
H 3.9203 2.7351 2.8078
H 2.8617 4.5948 4.0240
H 0.4615 5.1419 3.5326
H -0.7243 3.8091 1.8206
C -0.6426 2.0743 -4.2887
Ge -1.5987 0.6018 -3.4604
C -1.6971 -0.9097 -4.7076
C -3.4630 1.0235 -3.0190
C -0.5940 -0.0771 -1.8409
H -0.7400 1.9851 -5.3706
H 0.4114 2.0479 -4.0200
H -1.0437 3.0337 -3.9690
H -2.0958 -0.5427 -5.6544
H -2.3703 -1.7001 -4.3671
H -0.7156 -1.3430 -4.9060
H -4.0014 1.1317 -3.9619
H -3.5635 1.9686 -2.4846
H -3.9541 0.2166 -2.4676
H 0.3466 -0.4000 -2.2979
C -0.5616 -2.7565 0.2620
Te -1.6389 -1.8568 -1.3318
C -0.7495 -3.4055 -2.4913
C -0.6157 -4.5307 -1.4955
C -0.5787 -5.8578 -1.9018
C -0.4471 -6.8669 -0.9585
C -0.3629 -6.5548 0.3919
C -0.4085 -5.2316 0.8076
C -0.5292 -4.2159 -0.1306
H -1.0688 -2.5758 1.2067
H 0.4373 -2.3213 0.3093
H 0.2045 -3.0214 -2.8587
H -1.3726 -3.6635 -3.3441
H -0.6574 -6.1055 -2.9529
H -0.4250 -7.8998 -1.2778
H -0.2743 -7.3448 1.1250
H -0.3547 -4.9956 1.8634
N 3.2095 2.2836 -2.2262
C 2.1494 2.9293 -1.5704
O 1.0745 2.1207 -1.5155
C 2.2238 4.1489 -1.0301
I -1.6018 3.7017 -0.8625
H 2.8883 1.7463 -3.0204
H 3.9424 2.9208 -2.5071
H 3.1010 4.7620 -1.1743
H 1.3730 4.5635 -0.5132
*
```

The value obtained for the gap between HOMO and LUMO (alpha / beta) is 0.24410 / 0.24581 Ha. For the calculated total energy, the calculation gives -117394.3792 eV. The calculation puts the largest force on an atom at 0.4 eV/Å. The LUMO energy (alpha / beta) is -0.20297 / -0.20604 hartree. The calculation puts the relative energy (zero: lowest compared OMol25 entry of this formula, charge and spin) at 4.0 kcal/mol.

=====

Entry 3:
The following is a quantum chemistry calculation of C28H42BF4KO21 as an isolated structure, from the OMol25 dataset.

The geometry in ORCA input format:
```
! wB97M-V def2-TZVPD RIJCOSX def2/J DEFGRID3
* xyz 0 1
K -2.9588 0.0490 2.0472
B 0.1376 -0.1560 0.6711
F -0.3362 -0.7143 1.8544
F 0.5697 -1.1058 -0.2102
F -0.9453 0.4110 0.0610
F 1.2048 0.7224 0.9069
C 3.1792 2.1274 -1.1138
C 2.9549 3.2117 -2.3120
C 1.7127 2.9174 -3.1518
O 1.0008 4.0879 -3.0915
C 1.6313 5.0054 -2.3930
O 1.3404 6.2215 -2.4202
O 2.6382 4.4509 -1.6415
H 4.1860 2.2487 -0.7141
H 3.0847 1.0815 -1.4058
H 2.4233 2.2272 -0.3349
H 3.8371 3.4343 -2.9123
H 1.1697 2.0994 -2.6784
H 2.0336 2.6918 -4.1688
C -2.2879 -2.1866 -3.2148
C -0.7674 -1.9307 -3.6523
C -0.4270 -2.5474 -4.9813
O 0.2175 -1.5574 -5.7690
C 0.0915 -0.4423 -5.1298
O 0.4053 0.6618 -5.5609
O -0.6264 -0.5003 -4.0094
H -2.3869 -3.2698 -3.2852
H -2.9901 -1.7247 -3.9089
H -2.4030 -2.0637 -2.1379
H -0.1025 -2.1667 -2.8214
H -1.2598 -2.8875 -5.5968
H 0.0086 -3.5460 -4.9457
C -2.7288 1.4227 -2.4450
C -2.9517 2.6134 -3.3207
C -3.3582 2.0477 -4.7049
O -4.4945 2.8996 -4.9186
C -4.8963 3.5215 -3.9250
O -5.8871 4.2554 -3.8686
O -4.1215 3.3510 -2.8997
H -3.4298 0.5980 -2.5737
H -2.7032 1.7116 -1.3944
H -1.7809 0.9228 -2.6445
H -2.0284 3.1914 -3.2813
H -3.6431 0.9976 -4.6413
H -2.5225 2.3111 -5.3532
C 3.5290 -2.9108 2.5060
C 2.7082 -2.4110 1.2430
C 3.4664 -1.4611 0.3194
O 3.4145 -2.0551 -0.9254
C 2.9640 -3.3247 -0.8697
O 2.7125 -4.0315 -1.8441
O 2.5398 -3.5901 0.4194
H 4.5203 -2.4578 2.4912
H 3.5934 -3.9816 2.6997
H 3.1396 -2.6003 3.4756
H 1.7668 -2.0300 1.6389
H 4.5022 -1.3785 0.6485
H 2.9931 -0.4891 0.1800
C -2.1044 4.1154 0.3302
C -1.6496 3.1946 1.5070
C -0.3840 3.5309 2.2111
O -0.7735 3.5589 3.6168
C -2.0582 3.6423 3.6979
O -2.6269 3.6696 4.7504
O -2.5714 3.3993 2.5226
H -1.4099 4.0443 -0.5069
H -2.1600 5.1834 0.5406
H -3.1041 3.8088 0.0222
H -1.4826 2.1498 1.2451
H -0.2955 4.5861 1.9526
H 0.5410 2.9969 1.9936
C -1.5165 -4.0651 2.7346
C -1.4530 -5.1818 1.6330
C -0.1335 -5.9212 1.3061
O -0.3272 -7.1580 1.9970
C -1.6202 -7.3708 2.3480
O -2.1335 -8.4088 2.7674
O -2.3305 -6.2157 2.0128
H -2.3603 -4.1455 3.4200
H -1.4284 -3.0448 2.3613
H -0.6669 -4.0027 3.4146
H -1.7033 -4.8116 0.6388
H 0.7159 -5.3568 1.6909
H 0.0441 -6.2502 0.2822
C 2.8897 1.6275 4.0663
C 1.8308 1.1707 5.0835
C 0.3981 0.9599 4.6589
O 0.2441 -0.4053 4.7816
C 1.2734 -0.9729 5.3778
O 1.2543 -2.0615 5.9032
O 2.2955 -0.0877 5.3881
H 3.8679 1.1470 4.0848
H 2.8907 2.7151 3.9938
H 2.6065 1.2032 3.1030
H 1.8040 1.8375 5.9454
H 0.1932 1.4727 3.7192
H -0.1956 1.4747 5.4143
*
```

The value obtained for the gap between HOMO and LUMO is 0.32977 Ha. For the calculated total energy, the calculation gives -100591.2992 eV. The calculation puts the largest force on an atom at 7.0 eV/Å. The LUMO energy is -0.05594 hartree. The calculation puts the relative energy (zero: lowest compared OMol25 entry of this formula, charge and spin) at 95.1 kcal/mol.

=====

Look up the largest force on an atom of the second one. 0.4 eV/Å